This record from the Open Molecules 2025 dataset describes a gas-phase ion, C8H10F8N2PS (charge +1) at a distorted geometry. The level of theory is ωB97M-V/def2-TZVPD.

Its HOMO energy is -12.7 eV. The HOMO-LUMO gap is 0.2381 Ha. The max |F| comes out at 5.63 eV/Å. The energy above the lowest of the compared OMol25 structures with the same formula, charge and spin is 769.8 kJ/mol.

```
! wB97M-V def2-TZVPD RIJCOSX def2/J DEFGRID3
* xyz 1 1
S 0.68814 -0.90504 -2.05090
P 2.88445 -2.61153 -0.45250
F -1.24453 0.83708 -3.40530
F -4.43840 -0.62233 -0.52863
F -2.44804 -0.48553 0.77880
F -3.12333 2.17252 -0.48993
F -3.66688 1.07753 -2.53851
F 0.14992 3.17814 0.67442
F -0.92001 2.77244 -2.03863
F -2.44950 -1.58375 -1.42856
N 0.34378 0.70363 0.22354
N 3.50827 -2.53758 1.03979
C 1.40662 -0.37131 0.53383
C -2.72890 1.03591 -1.35474
C -1.22821 1.29714 -1.96629
C -0.16891 1.79413 1.18483
C 0.58323 1.71539 2.67352
C -0.08911 0.50582 -1.09215
C 1.19055 -1.72994 -0.41678
C -2.94487 -0.42691 -0.64676
H 0.27120 2.65636 3.33377
H 0.25129 0.71166 3.17757
H 3.67474 -1.97849 -1.47744
H 2.50688 0.02736 0.66200
H -1.33474 1.76888 1.32233
H 2.68113 -3.99614 -0.89822
H 1.07114 -0.81316 1.59078
H 0.21095 -2.35996 -0.16731
H 3.62329 -3.53872 1.32849
H 1.73988 1.70640 2.42897
*
```

Here are the natural (NBO) charges for atoms 1 to 2, given in e: number 1, S, carries 0.4305; number 2, P, carries 1.2393

=====

This record from the Open Molecules 2025 dataset describes a molecular structure, C13H29N2O6RuSe2. The level of theory is ωB97M-V/def2-TZVPD.

Its HOMO energy (spin up / spin down) is -6.9 / -7.8 eV. The HOMO-LUMO gap (spin up / spin down) is 0.2712 / 0.2202 Ha. The max |F| comes out at 0.54 eV/Å. The energy above the lowest of the compared OMol25 structures with the same formula, charge and spin is 100.6 kJ/mol.

```
! wB97M-V def2-TZVPD RIJCOSX def2/J DEFGRID3
* xyz 0 6
Ru 0.32655 -0.68464 -0.30936
Se 0.97964 2.07046 -0.73256
Se 3.12349 -0.71855 0.15697
O -0.87465 -0.99020 2.29159
O 1.17889 -0.12830 2.47508
O -1.77714 -2.17834 -0.62009
O 1.68055 -2.17476 -2.49195
O -2.36232 -4.35484 -0.55885
O 0.85824 -1.16659 -2.32458
N -0.27870 -3.81198 -0.05268
N 0.80243 -2.92041 -0.03819
C -0.96268 -0.93784 3.72230
C -1.87280 1.72328 -0.06258
C -1.49776 -3.34261 -0.43561
C 0.27634 -0.50369 1.75276
C 3.94735 -0.12249 -1.48638
C 4.16595 1.97424 1.74943
C -3.69016 -3.96223 -0.93423
C 1.27917 2.15236 -2.65616
C -2.33899 2.90414 -0.92350
C -0.68077 1.05389 -0.75938
C -3.00603 0.69720 0.03583
C -1.54283 2.24567 1.33615
C 4.22364 3.01345 0.92938
H -0.92972 0.91495 -1.82039
H 3.24631 1.68354 2.24469
H 2.24203 2.62858 -2.83092
H -0.87072 0.08950 4.07439
H 3.62694 -0.80219 -2.27447
H -2.60442 2.57252 -1.93042
H -3.67585 -3.44609 -1.89184
H -4.11901 -3.30745 -0.17837
H -2.40999 2.77057 1.74342
H 5.02816 -0.11186 -1.38556
H -3.90081 1.16968 0.44949
H -0.17306 -1.53252 4.17936
H 5.04238 1.36979 1.95052
H -3.25531 0.29236 -0.94768
H 1.39768 -3.01810 -0.87647
H -1.55209 3.65778 -1.00413
H 5.14575 3.29801 0.43638
H -4.25541 -4.88555 -1.00561
H -1.29491 1.43440 2.01746
H -0.71024 2.95162 1.31527
H 1.33357 -3.05895 0.81369
H 1.28294 1.14142 -3.05852
H -2.71730 -0.13470 0.67716
H -1.93906 -1.33921 3.97866
H 3.57505 0.87619 -1.69828
H -3.21853 3.37656 -0.48067
H -0.09476 -4.79538 -0.16968
H 3.35072 3.62150 0.72459
H 0.49228 2.74582 -3.11547
*
```

Here are the natural (NBO) charges for atoms 1 to 2, given in e: number 1, Ru, carries 0.8632; number 2, Se, carries 0.3947

=====

This record from the Open Molecules 2025 dataset describes a molecular structure, C4H8O2. The level of theory is ωB97M-V/def2-TZVPD.

Its HOMO energy (spin up / spin down) is -6.7 / -6.7 eV. The HOMO-LUMO gap (spin up / spin down) is 0.2797 / 0.2797 Ha. The max |F| comes out at 0.40 eV/Å. The energy above the lowest of the compared OMol25 structures with the same formula, charge and spin is 595.9 kJ/mol.

```
! wB97M-V def2-TZVPD RIJCOSX def2/J DEFGRID3
* xyz 0 1
O 0.87024 -0.07303 1.41157
O -1.04234 -0.01846 -1.06742
C 0.80064 0.11391 -0.91340
C -0.04081 -0.97896 0.83183
C -1.33670 -0.55587 0.43079
C 1.13085 0.84024 0.37729
H 2.17591 1.19562 0.42043
H -2.05998 -1.35804 0.29677
H -1.78437 0.32857 0.90034
H 0.48826 1.73344 0.45988
H -1.53539 0.79498 -1.32688
H 0.15525 -2.01365 1.09454
H 1.38592 -0.77720 -1.12212
H 0.79254 0.76847 -1.79363
*
```

Here are the natural (NBO) charges for atoms 1 to 2, given in e: number 1, O, carries -0.5282; number 2, O, carries -0.7019

=====

This record from the Open Molecules 2025 dataset describes a molecular structure, C16H5F15NO6ReS6 at a distorted geometry. The level of theory is ωB97M-V/def2-TZVPD.

Its HOMO energy (spin up / spin down) is -9.3 / -9.3 eV. The HOMO-LUMO gap (spin up / spin down) is 0.2368 / 0.2366 Ha. The max |F| comes out at 2.77 eV/Å. The energy above the lowest of the compared OMol25 structures with the same formula, charge and spin is 124.2 kJ/mol.

```
! wB97M-V def2-TZVPD RIJCOSX def2/J DEFGRID3
* xyz 0 1
Re 12.13408 10.32455 7.73759
S 7.17795 9.87174 8.29672
S 7.73917 11.34505 5.79260
S 12.29155 14.17969 11.42233
S 10.73871 11.07166 6.17463
S 13.01956 12.50936 9.18224
S 10.23455 9.56098 8.82524
F 15.83623 10.15864 6.96304
F 14.38615 6.84214 7.16373
F 15.80668 9.94063 4.80187
F 12.98353 8.84692 3.97619
F 15.19226 11.13821 9.37406
F 11.73106 7.66144 6.70089
F 10.20987 15.85852 10.89751
F 15.12786 12.79250 10.74055
F 9.85403 14.62600 12.63869
F 14.79304 8.64300 8.28615
F 13.20987 6.90668 4.95031
F 16.28683 8.23600 6.06162
F 14.84432 7.79681 3.95928
F 9.76991 13.70111 10.67592
F 15.63118 13.13992 8.68444
O 13.29374 10.08267 6.18098
O 12.98755 15.40984 11.66641
O 12.80524 12.57623 7.72724
O 12.55399 11.14834 9.66571
O 12.38716 13.06663 12.37094
O 5.31680 10.78284 6.73688
N 12.41985 13.75207 9.83776
C 12.49665 7.03132 11.41286
C 6.49008 10.68195 6.87986
C 13.94280 8.10288 7.38915
C 9.09336 10.86864 6.77465
C 10.41854 14.63762 11.39510
C 11.42216 6.26144 8.97400
C 11.10693 5.52818 10.15119
C 11.57558 5.96454 11.38221
C 8.84280 10.16278 7.92250
C 14.10992 8.93393 6.07011
C 15.55563 9.32945 5.96110
C 12.47218 8.20191 7.76292
C 12.78791 7.75117 10.26269
C 12.20807 7.38488 9.00880
C 13.75053 8.07268 4.68358
C 14.91742 12.43699 9.50618
H 10.93426 5.99282 8.02148
H 13.40184 8.64641 10.24678
H 11.19709 5.50222 12.31818
H 10.38075 4.70498 10.00503
H 12.93689 7.37202 12.39312
*
```

Here are the natural (NBO) charges for atoms 1 to 2, given in e: number 1, Re, carries 0.9555; number 2, S, carries 0.3933

=====

This record from the Open Molecules 2025 dataset describes C2H2S4 in the gas phase at a distorted geometry. The level of theory is ωB97M-V/def2-TZVPD.

Its HOMO energy is -8.9 eV. The HOMO-LUMO gap is 0.2543 Ha. The max |F| comes out at 5.07 eV/Å. The energy above the lowest of the compared OMol25 structures with the same formula, charge and spin is 160.7 kJ/mol.

```
! wB97M-V def2-TZVPD RIJCOSX def2/J DEFGRID3
* xyz 0 1
S -1.68069 -1.62293 0.26218
S -0.27382 1.21223 1.92709
S 1.20387 1.63338 -0.59708
S 0.75021 -1.32020 -1.57444
C -0.46370 -0.78436 -0.26212
C 0.14009 0.64617 0.16784
H 1.17526 0.11123 -1.81757
H 0.77326 2.27815 2.09928
*
```

Here are the natural (NBO) charges for atoms 1 to 2, given in e: number 1, S, carries 0.1991; number 2, S, carries 0.0420